1.
Entry from OMol25: a molecular structure, C19H21N13RuSSbSe4 in a non-equilibrium geometry (the ωB97M-V functional and the def2-TZVPD basis).

- E_HOMO (alpha / beta) (hartree) = -0.2146 / -0.2155
- ΔE to the lowest compared entry with this formula, charge and spin (eV) = 0.988
- HOMO-LUMO gap (alpha / beta) (eV) = 5.1 / 4.9
- ⟨S²⟩ = 0.767
- lowest unoccupied orbital energy (alpha / beta) (eV) = -0.725 / -0.931

```
! wB97M-V def2-TZVPD RIJCOSX def2/J DEFGRID3
* xyz 0 2
Ru 0.270 -0.039 0.175
C -2.467 -4.503 0.086
N -1.158 -4.459 -0.504
C -0.552 -5.425 -1.246
C 0.672 -4.979 -1.604
N 0.847 -3.706 -1.074
C -0.305 -3.406 -0.392
S -0.737 -2.109 0.563
C 1.991 -2.926 -1.220
C 3.124 -3.454 -1.848
C 4.242 -2.662 -1.978
C 4.212 -1.361 -1.475
C 3.064 -0.932 -0.849
N 1.968 -1.677 -0.723
H -2.902 -5.489 -0.061
H -3.115 -3.754 -0.374
H -2.400 -4.282 1.153
H -1.029 -6.359 -1.462
H 1.409 -5.465 -2.205
H 3.142 -4.464 -2.218
H 5.131 -3.048 -2.450
H 5.063 -0.708 -1.565
H 3.026 0.060 -0.407
N 1.175 2.891 1.870
C 1.562 2.870 0.590
N 2.301 3.898 0.193
C 2.660 3.916 -1.093
N 3.505 4.887 -1.483
N 2.249 3.038 -1.998
C 1.522 2.013 -1.550
N 1.212 1.841 -0.222
C 1.031 1.098 -2.535
C 1.258 1.336 -3.906
C 0.705 0.501 -4.838
C -0.076 -0.585 -4.405
C -0.246 -0.763 -3.053
N 0.284 0.034 -2.137
H 1.387 3.702 2.426
H 0.616 2.162 2.292
H 3.717 5.618 -0.829
H 3.654 5.025 -2.466
H 1.853 2.198 -4.159
H 0.845 0.672 -5.895
H -0.549 -1.258 -5.102
H -0.869 -1.575 -2.682
Se -1.672 3.287 4.507
Sb -3.052 1.819 3.068
Se -1.333 0.553 1.769
Se -1.772 1.076 -0.354
Se -3.408 0.310 4.971
N -0.038 0.237 5.086
C 0.924 -0.678 5.166
N 1.143 -1.264 6.349
N 1.717 -1.018 4.168
C 1.667 -0.632 2.964
N 1.787 -0.369 1.831
H -0.739 0.362 5.807
H -0.309 0.600 4.176
H 0.541 -1.053 7.126
H 1.913 -1.899 6.460
*
```

2.
Entry from OMol25: C19H21N3O3 in the gas phase in a non-equilibrium geometry (the ωB97M-V functional and the def2-TZVPD basis).

- E_HOMO (hartree) = -0.2408
- SMILES string = CCCOc1ccc(NC(=O)C[C@H]2Nc3ccccc3NC2=O)cc1
- ΔE to the lowest compared entry with this formula, charge and spin (eV) = 17.659
- HOMO-LUMO gap (eV) = 6.9
- lowest unoccupied orbital energy (eV) = 0.309

```
! wB97M-V def2-TZVPD RIJCOSX def2/J DEFGRID3
* xyz 0 1
C 6.155 3.069 -1.577
C 4.784 3.613 -1.153
C 3.716 3.368 -2.132
O 3.419 2.126 -2.472
C 2.686 1.437 -1.734
C 2.150 2.115 -0.423
C 1.411 1.433 0.480
C 1.344 -0.244 0.166
N 0.508 -1.018 0.878
C -0.158 -0.754 2.251
O -0.323 0.303 2.523
C -0.800 -1.824 2.824
C -2.121 -2.499 2.079
N -2.905 -1.119 1.908
C -3.985 -1.368 0.944
C -5.057 -0.402 1.285
C -6.202 -0.709 0.410
C -6.182 -1.543 -0.552
C -4.965 -2.727 -0.878
C -4.071 -2.348 0.026
N -2.916 -2.924 -0.316
C -1.734 -3.120 0.770
O -0.675 -3.357 0.422
C 1.968 -0.756 -0.955
C 2.558 0.099 -1.790
H 6.956 3.228 -0.972
H 6.183 1.941 -1.881
H 6.418 3.464 -2.571
H 4.711 3.427 -0.054
H 5.131 4.837 -1.043
H 4.290 3.923 -3.057
H 2.779 4.203 -1.862
H 2.265 3.056 -0.116
H 0.917 1.821 1.542
H 0.593 -2.130 0.669
H -0.247 -2.702 2.690
H -1.086 -1.620 3.819
H -2.579 -3.224 2.791
H -2.957 -0.464 2.499
H -5.219 0.307 1.790
H -7.129 -0.083 0.451
H -7.025 -1.872 -1.451
H -5.001 -3.311 -1.571
H -2.759 -3.438 -1.039
H 1.941 -1.831 -1.122
H 3.214 -0.378 -2.496
*
```

3.
Entry from OMol25: C19H21N3O3 in the gas phase (the ωB97M-V functional and the def2-TZVPD basis).

- E_HOMO (hartree) = -0.3303
- SMILES string = O=C(CCC(=O)NNC(=O)Cc1ccccc1)NCc1ccccc1
- ΔE to the lowest compared entry with this formula, charge and spin (eV) = 1.082
- HOMO-LUMO gap (eV) = 9.6
- lowest unoccupied orbital energy (eV) = 0.565

```
! wB97M-V def2-TZVPD RIJCOSX def2/J DEFGRID3
* xyz 0 1
O -2.600 -2.932 1.556
C -2.030 -2.481 0.582
C -1.387 -3.375 -0.476
C 0.116 -3.529 -0.230
C 0.899 -2.302 -0.650
O 0.444 -1.349 -1.262
N 2.207 -2.353 -0.329
N 3.040 -1.275 -0.625
C 4.243 -1.156 -0.017
O 4.688 -2.033 0.693
C 4.953 0.145 -0.356
C 4.056 1.316 -0.062
C 3.908 1.767 1.244
C 3.044 2.808 1.534
C 2.315 3.409 0.521
C 2.457 2.967 -0.783
C 3.321 1.926 -1.072
N -1.888 -1.166 0.341
C -2.428 -0.144 1.213
C -3.518 0.631 0.520
C -3.361 1.972 0.204
C -4.368 2.660 -0.452
C -5.537 2.010 -0.805
C -5.698 0.668 -0.498
C -4.695 -0.017 0.161
H -1.862 -4.354 -0.411
H -1.554 -2.957 -1.469
H 0.301 -3.733 0.827
H 0.497 -4.377 -0.806
H 2.655 -3.050 0.253
H 2.555 -0.520 -1.098
H 5.227 0.125 -1.412
H 5.863 0.187 0.244
H 4.474 1.296 2.035
H 2.939 3.150 2.553
H 1.640 4.220 0.748
H 1.894 3.433 -1.578
H 3.434 1.593 -2.095
H -1.360 -0.871 -0.469
H -2.830 -0.667 2.087
H -1.624 0.527 1.532
H -2.448 2.483 0.477
H -4.238 3.706 -0.690
H -6.322 2.546 -1.317
H -6.610 0.157 -0.771
H -4.816 -1.062 0.406
*
```

4.
Entry from OMol25: C19H21N3O4S in the gas phase in a non-equilibrium geometry (the ωB97M-V functional and the def2-TZVPD basis).

- E_HOMO (hartree) = -0.3182
- SMILES string = CCc1ccc(NS(=O)(=O)c2cc3c(cc2C)n(C)c(=O)c(=O)n3C)cc1
- ΔE to the lowest compared entry with this formula, charge and spin (eV) = 2.351
- HOMO-LUMO gap (eV) = 8.5
- lowest unoccupied orbital energy (eV) = -0.120

```
! wB97M-V def2-TZVPD RIJCOSX def2/J DEFGRID3
* xyz 0 1
C -4.890 1.556 -2.251
C -5.130 0.036 -2.292
C -4.071 -0.766 -1.573
C -2.859 -1.105 -2.185
C -1.891 -1.851 -1.459
C -2.075 -2.121 -0.071
N -1.053 -2.761 0.630
S -0.399 -2.006 2.031
O 0.400 -3.061 2.711
O -1.471 -1.490 2.902
C 0.696 -0.671 1.349
C 1.965 -1.045 0.934
C 2.976 -0.108 0.625
C 2.637 1.267 0.600
C 1.318 1.616 0.965
C 0.359 0.676 1.369
C -1.048 1.156 1.735
N 3.576 2.215 0.143
C 3.258 3.649 0.229
C 4.804 1.787 -0.366
O 5.624 2.596 -0.745
C 5.138 0.335 -0.343
O 6.131 -0.146 -0.876
N 4.275 -0.560 0.287
C 4.762 -1.931 0.574
C -3.285 -1.811 0.516
C -4.314 -1.176 -0.252
H -4.670 1.861 -1.234
H -5.766 2.101 -2.630
H -4.021 1.763 -2.875
H -6.121 -0.162 -1.854
H -5.174 -0.273 -3.331
H -2.670 -0.830 -3.202
H -0.985 -2.199 -1.970
H -0.275 -3.147 0.115
H 2.162 -2.133 0.929
H 0.931 2.642 0.936
H -1.239 2.220 1.564
H -1.171 1.023 2.822
H -1.822 0.642 1.188
H 4.127 4.299 0.129
H 2.528 3.916 -0.535
H 2.817 3.904 1.173
H 4.093 -2.516 1.165
H 4.871 -2.456 -0.369
H 5.730 -1.920 1.047
H -3.482 -2.060 1.561
H -5.295 -0.954 0.181
*
```

5.
Entry from OMol25: C19H21N3O4S in the gas phase in a non-equilibrium geometry (the ωB97M-V functional and the def2-TZVPD basis).

- E_HOMO (hartree) = -0.3235
- SMILES string = CC(=O)c1ccc(NC(=O)Nc2ccc(S(=O)(=O)N3CCCC3)cc2)cc1
- ΔE to the lowest compared entry with this formula, charge and spin (eV) = 1.286
- HOMO-LUMO gap (eV) = 9.0
- lowest unoccupied orbital energy (eV) = 0.196

```
! wB97M-V def2-TZVPD RIJCOSX def2/J DEFGRID3
* xyz 0 1
C -0.345 -3.625 1.380
C 0.589 -3.614 0.205
O 0.567 -4.477 -0.646
C 1.551 -2.481 0.106
C 1.782 -1.563 1.128
C 2.684 -0.532 0.957
C 3.345 -0.365 -0.259
N 4.204 0.713 -0.496
C 4.165 2.007 -0.044
O 5.151 2.711 -0.070
N 2.969 2.492 0.445
C 1.676 2.012 0.261
C 1.287 1.426 -0.945
C 0.043 0.836 -1.054
C -0.819 0.859 0.025
S -2.351 -0.054 -0.023
O -2.293 -1.056 1.007
O -2.597 -0.492 -1.367
N -3.436 1.131 0.493
C -3.793 2.028 -0.590
C -5.027 1.412 -1.276
C -5.557 0.376 -0.270
C -4.693 0.587 0.980
C -0.484 1.515 1.194
C 0.759 2.104 1.310
C 3.157 -1.310 -1.266
C 2.275 -2.351 -1.080
H -0.955 -4.524 1.342
H -0.995 -2.750 1.333
H 0.206 -3.601 2.316
H 1.267 -1.651 2.071
H 2.879 0.152 1.769
H 5.034 0.512 -1.038
H 3.078 3.328 1.002
H 1.967 1.420 -1.782
H -0.270 0.342 -1.960
H -4.025 3.005 -0.155
H -2.941 2.132 -1.260
H -4.731 0.925 -2.203
H -5.767 2.178 -1.503
H -5.400 -0.632 -0.654
H -6.615 0.509 -0.054
H -5.139 1.325 1.654
H -4.486 -0.329 1.529
H -1.195 1.534 2.004
H 1.045 2.603 2.224
H 3.697 -1.211 -2.197
H 2.114 -3.083 -1.857
*
```

6.
Entry from OMol25: C19H21N5O2 in the gas phase in a non-equilibrium geometry (the ωB97M-V functional and the def2-TZVPD basis).

- E_HOMO (hartree) = -0.2883
- SMILES string = CCCOc1ccc(-c2nc(C#N)c(NCCCn3ccnc3)o2)cc1
- ΔE to the lowest compared entry with this formula, charge and spin (eV) = 0.546
- HOMO-LUMO gap (eV) = 8.3
- lowest unoccupied orbital energy (eV) = 0.455

```
! wB97M-V def2-TZVPD RIJCOSX def2/J DEFGRID3
* xyz 0 1
C 0.566 8.016 -3.829
C -0.149 7.226 -2.741
C -1.236 6.327 -3.333
O -1.952 5.614 -2.344
C -1.403 4.524 -1.757
C -2.165 3.950 -0.734
C -1.725 2.829 -0.071
C -0.504 2.244 -0.414
C -0.019 1.072 0.267
N 1.087 0.444 0.043
C 1.119 -0.606 0.930
C 2.143 -1.555 0.968
N 2.956 -2.367 1.004
C -0.040 -0.555 1.692
N -0.489 -1.280 2.746
C 0.141 -2.531 3.101
C -0.131 -3.659 2.099
C 0.853 -4.817 2.295
N 0.635 -5.847 1.318
C 1.142 -5.872 0.049
C 0.614 -6.981 -0.544
N -0.206 -7.629 0.325
C -0.176 -6.927 1.422
O -0.764 0.498 1.275
C 0.256 2.813 -1.435
C -0.183 3.939 -2.099
H 1.046 7.345 -4.538
H 1.328 8.656 -3.392
H -0.139 8.642 -4.373
H -0.615 7.909 -2.029
H 0.571 6.617 -2.191
H -1.993 6.943 -3.827
H -0.812 5.643 -4.078
H -3.107 4.411 -0.482
H -2.321 2.396 0.718
H -1.473 -1.181 2.944
H 1.218 -2.351 3.158
H -0.214 -2.808 4.096
H -1.157 -4.022 2.202
H -0.009 -3.273 1.085
H 0.737 -5.247 3.294
H 1.874 -4.439 2.184
H 1.823 -5.123 -0.300
H 0.771 -7.356 -1.535
H -0.713 -7.167 2.319
H 1.197 2.354 -1.694
H 0.431 4.350 -2.884
*
```

7.
Entry from OMol25: C19H21N5O2S in the gas phase in a non-equilibrium geometry (the ωB97M-V functional and the def2-TZVPD basis).

- E_HOMO (hartree) = -0.2898
- SMILES string = CCOc1ccc2nc(NC(=O)C3CCN(c4cnccn4)CC3)sc2c1
- ΔE to the lowest compared entry with this formula, charge and spin (eV) = 0.717
- HOMO-LUMO gap (eV) = 8.4
- lowest unoccupied orbital energy (eV) = 0.520

```
! wB97M-V def2-TZVPD RIJCOSX def2/J DEFGRID3
* xyz 0 1
C -7.595 -2.110 -1.309
C -7.476 -2.110 0.213
O -7.314 -0.811 0.747
C -6.111 -0.184 0.657
C -6.102 1.139 1.133
C -4.959 1.901 1.126
C -3.780 1.345 0.634
N -2.565 1.967 0.554
C -1.682 1.184 0.054
N -0.376 1.566 -0.134
C 0.572 0.735 -0.662
O 0.306 -0.394 -1.006
C 1.963 1.346 -0.716
C 2.799 0.634 -1.787
C 4.287 0.633 -1.454
N 4.523 -0.043 -0.197
C 5.769 -0.368 0.218
C 6.930 -0.148 -0.559
N 8.121 -0.508 -0.142
C 8.217 -1.089 1.052
C 7.093 -1.287 1.833
N 5.883 -0.934 1.428
C 3.402 -0.130 0.716
C 2.616 1.175 0.673
S -2.202 -0.433 -0.397
C -3.793 0.019 0.160
C -4.944 -0.751 0.165
H -8.426 -1.478 -1.612
H -7.773 -3.122 -1.662
H -6.688 -1.729 -1.770
H -6.663 -2.768 0.542
H -8.409 -2.468 0.657
H -7.030 1.539 1.508
H -4.958 2.914 1.491
H -0.151 2.508 0.153
H 1.871 2.412 -0.945
H 2.449 -0.396 -1.869
H 2.651 1.112 -2.755
H 4.661 1.668 -1.414
H 4.824 0.111 -2.253
H 6.898 0.334 -1.525
H 9.207 -1.380 1.369
H 7.144 -1.737 2.815
H 3.808 -0.318 1.711
H 2.749 -0.967 0.443
H 1.857 1.177 1.457
H 3.299 2.005 0.864
H -4.901 -1.762 -0.205
*
```

8.
Entry from OMol25: a molecular structure, C19H21O2V in a non-equilibrium geometry (the ωB97M-V functional and the def2-TZVPD basis).

- E_HOMO (alpha / beta) (hartree) = -0.0455 / -0.0416
- HOMO-LUMO gap (alpha / beta) (eV) = 4.0 / 3.9
- ⟨S²⟩ = 3.790
- lowest unoccupied orbital energy (alpha / beta) (eV) = 2.779 / 2.778

```
! wB97M-V def2-TZVPD RIJCOSX def2/J DEFGRID3
* xyz -1 4
C 0.810 -1.968 1.603
C -0.638 -2.077 1.570
C -1.022 -2.361 0.200
H -1.289 -2.079 2.440
C 0.176 -2.427 -0.598
C 1.303 -2.190 0.265
H 2.356 -2.271 -0.004
H 1.410 -1.911 2.505
H -2.035 -2.592 -0.123
H 0.231 -2.775 -1.624
C -1.105 1.744 0.148
C -1.151 1.252 1.478
C 0.222 1.509 2.109
H -2.042 1.075 2.080
C 1.089 1.577 0.859
C 0.261 1.937 -0.228
H 0.602 2.321 -1.197
H -1.981 1.952 -0.475
H 0.181 2.506 2.594
H 2.175 1.671 0.925
V -0.023 -0.329 0.459
O -0.015 -0.144 -2.742
C -1.437 -0.500 -3.018
C -0.239 -0.947 -3.852
H -1.883 -1.187 -2.286
H -2.092 0.246 -3.482
H 0.012 -2.014 -3.748
H 0.997 -1.934 -5.920
C 0.784 -0.876 -6.112
C 0.091 -0.218 -5.081
C -0.224 1.155 -5.192
H -0.726 1.677 -4.375
C 0.102 1.828 -6.372
H -0.161 2.882 -6.432
C 0.746 1.155 -7.419
H 0.976 1.692 -8.336
C 1.101 -0.195 -7.284
H 1.614 -0.726 -8.086
C 0.088 0.624 4.365
O 0.700 0.540 3.083
H -0.610 1.477 4.438
H 0.896 0.731 5.102
H -0.447 -0.317 4.552
*
```

9.
Entry from OMol25: a molecular structure, C19H22BMoN7O4S (the ωB97M-V functional and the def2-TZVPD basis).

- E_HOMO (alpha / beta) (hartree) = -0.5545 / -0.5636
- ΔE to the lowest compared entry with this formula, charge and spin (eV) = 0.059
- HOMO-LUMO gap (alpha / beta) (eV) = 8.1 / 8.4
- ⟨S²⟩ = 2.012
- lowest unoccupied orbital energy (alpha / beta) (eV) = -7.004 / -6.968

```
! wB97M-V def2-TZVPD RIJCOSX def2/J DEFGRID3
* xyz 2 3
Mo -0.516 -1.482 -1.095
C -0.119 -5.630 -0.134
C -0.528 -4.642 -1.018
N -0.562 -3.462 -0.389
N -0.151 -3.659 0.884
C 0.104 -4.964 1.057
B -0.106 -2.533 1.927
N 1.325 -1.784 2.018
C 2.033 -1.866 3.150
C 3.296 -1.316 2.990
C 3.328 -0.895 1.682
N 2.154 -1.191 1.102
N -1.350 -1.633 1.708
C -2.242 -1.277 2.645
C -3.348 -0.716 2.036
C -3.070 -0.775 0.677
N -1.871 -1.332 0.488
H -0.023 -6.683 -0.327
H -0.804 -4.728 -2.058
H 0.413 -5.333 2.020
H -0.202 -3.008 3.014
H 1.595 -2.336 4.013
H 4.080 -1.245 3.722
H 4.112 -0.416 1.122
H -2.037 -1.464 3.686
H -4.237 -0.339 2.509
H -3.658 -0.444 -0.164
C -1.016 6.179 0.144
C -0.938 4.859 -0.559
C -0.592 4.794 -1.911
C -0.562 3.588 -2.580
C -0.869 2.421 -1.869
C -1.210 2.454 -0.516
C -1.245 3.677 0.122
S -0.903 0.964 -2.773
O -1.197 1.186 -4.142
O -1.756 -0.030 -2.040
N 0.579 0.117 -2.653
C 1.800 0.828 -2.127
C 2.592 0.078 -1.036
C 1.664 -0.793 -0.218
O 1.357 -1.945 -0.945
O 0.419 -0.191 -0.019
H -0.447 6.943 -0.381
H -0.648 6.103 1.166
H -2.056 6.509 0.193
H -0.365 5.706 -2.447
H -0.335 3.550 -3.637
H -1.457 1.548 0.018
H -1.527 3.726 1.166
H 0.738 -0.212 -3.607
H 1.466 1.783 -1.729
H 2.450 1.037 -2.974
H 3.086 0.842 -0.438
H 3.355 -0.566 -1.474
*
```

10.
Entry from OMol25: C19H22BNO4 in the gas phase in a non-equilibrium geometry (the ωB97M-V functional and the def2-TZVPD basis).

- E_HOMO (hartree) = -0.3017
- SMILES string = Cc1cccc2c1OC[C@H]2C[C@H](NC(=O)Cc1ccccc1)B(O)O
- ΔE to the lowest compared entry with this formula, charge and spin (eV) = 1.891
- HOMO-LUMO gap (eV) = 8.6
- lowest unoccupied orbital energy (eV) = 0.406

```
! wB97M-V def2-TZVPD RIJCOSX def2/J DEFGRID3
* xyz 0 1
C -2.668 -4.202 -1.333
C -3.080 -2.890 -0.812
C -4.113 -2.129 -1.427
C -4.377 -0.828 -1.177
C -3.743 -0.268 -0.045
C -2.818 -1.041 0.636
C -2.422 -2.324 0.226
O -1.356 -2.846 0.957
C -0.917 -1.816 1.818
C -1.966 -0.636 1.793
C -1.477 0.827 1.628
C -0.661 1.056 0.364
N 0.683 0.552 0.377
C 1.257 -0.081 -0.682
O 0.477 -0.244 -1.675
C 2.700 -0.495 -0.755
C 3.593 0.647 -0.353
C 4.879 0.446 0.107
C 5.699 1.424 0.559
C 5.216 2.709 0.417
C 3.979 3.039 -0.085
C 3.170 2.000 -0.447
B -0.707 2.598 -0.296
O -1.202 3.660 0.438
O -0.363 2.581 -1.681
H -1.813 -4.153 -2.001
H -2.376 -4.971 -0.580
H -3.505 -4.667 -1.839
H -4.608 -2.528 -2.273
H -5.081 -0.272 -1.791
H -3.930 0.741 0.154
H -0.041 -1.383 1.314
H -0.747 -2.145 2.847
H -2.484 -0.658 2.772
H -2.312 1.485 1.655
H -0.960 1.133 2.609
H -1.261 0.607 -0.452
H 1.305 1.066 1.081
H 2.994 -1.339 -0.079
H 2.930 -0.875 -1.734
H 5.238 -0.578 0.294
H 6.486 1.066 1.261
H 5.949 3.415 0.778
H 3.614 3.977 0.234
H 2.101 2.196 -0.690
H -1.091 4.488 -0.116
H -0.192 1.655 -1.997
*
```